[1]
A cluster of 6 separate species, C17H32Cl12NO in total at a distorted geometry. Source: the Open Molecules 2025 dataset; level of theory: ωB97M-V/def2-TZVPD.

Positions of all 63 atoms, in Å:
1 C 4.5863 -1.1060 2.4215
2 C 3.1281 -0.7161 2.0506
3 C 2.9970 0.6748 1.4273
4 C 3.3977 0.7496 0.0151
5 C 2.5515 -0.2392 -0.7465
6 C 2.4253 -1.6599 -0.1991
7 N 2.3449 -1.6848 1.2644
8 O 2.0385 -2.9597 1.8673
9 C 1.2624 -2.3515 -1.0208
10 C 3.7460 -2.3060 -0.7394
11 C 2.4915 -0.4956 3.4288
12 H 4.8860 -0.4628 3.2489
13 H 5.3278 -0.8908 1.6521
14 H 4.7240 -2.1742 2.5886
15 H 2.0146 1.1315 1.5472
16 H 3.5669 1.4252 1.9752
17 H 4.4616 0.5718 -0.1415
18 H 3.0914 1.7169 -0.3833
19 H 2.8020 -0.2972 -1.8057
20 H 1.5706 0.2158 -0.8844
21 H 0.9636 -1.8915 -1.9627
22 H 1.3433 -3.4238 -1.1992
23 H 0.3399 -2.3206 -0.4410
24 H 4.5910 -1.7348 -0.3550
25 H 3.7373 -3.3508 -0.4290
26 H 3.8630 -2.2733 -1.8226
27 H 1.4388 -0.2135 3.4526
28 H 3.0112 0.2443 4.0375
29 H 2.4274 -1.4124 4.0148
30 Cl -1.4985 -1.0804 1.8312
31 C -1.7416 0.3322 0.7014
32 C -3.1020 0.9143 1.1120
33 Cl -3.3942 2.5373 0.4664
34 H -1.6612 -0.2104 -0.2406
35 H -0.9346 1.0599 0.7871
36 H -3.3431 0.9845 2.1726
37 H -3.9708 0.3207 0.8275
38 Cl -1.1126 0.6055 -2.8069
39 C -0.4211 2.1880 -2.2212
40 C 0.2824 2.9826 -3.3362
41 Cl 2.0068 2.6446 -3.2705
42 H 0.1734 2.2501 -1.3097
43 H -1.2626 2.8234 -1.9452
44 H 0.2641 4.0724 -3.3332
45 H 0.0442 2.7057 -4.3632
46 Cl -4.1878 -0.1274 -1.7647
47 C -4.5478 -1.1103 -3.3227
48 C -5.7071 -0.5537 -4.2477
49 Cl -5.6385 1.1897 -4.5208
50 H -4.7514 -2.1116 -2.9433
51 H -3.6611 -1.1452 -3.9556
52 H -6.6527 -0.9119 -3.8406
53 H -5.6657 -0.9975 -5.2424
54 C 1.2639 4.6030 1.5017
55 Cl 1.6493 5.1442 -0.1630
56 Cl 2.7715 4.1140 2.3889
57 Cl 0.0648 3.3334 1.6899
58 H 0.8952 5.4264 2.1135
59 C -6.1945 -2.9228 2.9695
60 Cl -5.3296 -2.0204 1.7454
61 Cl -6.1699 -4.6749 2.5209
62 Cl -7.8783 -2.4093 3.2089
63 H -5.7180 -2.7214 3.9289

- energy above the lowest of the compared OMol25 structures with the same formula, charge and spin (kcal/mol) = 7.1
- molecular weight (g/mol) = 691.88
- multiplicity = 2
- Kohn-Sham gap (spin up / spin down) (eV) = 8.810 / 9.697
- ⟨S²⟩ = 0.76
- HOMO level (spin up / spin down) (Eh) = -0.3152 / -0.3543



[2]
A cluster of 11 separate species, H22O11 in total. Source: the Open Molecules 2025 dataset; level of theory: ωB97M-V/def2-TZVPD.

Positions of all 33 atoms, in Å:
1 O -9.4449 -21.6753 19.4918
2 H -10.0873 -21.1406 19.0252
3 H -8.7221 -21.0755 19.6764
4 O -7.5581 -23.4955 24.1254
5 H -7.3304 -23.0993 24.9665
6 H -7.8245 -22.7577 23.5769
7 O -9.1782 -21.0407 22.5716
8 H -8.7933 -20.2763 23.0003
9 H -9.7458 -20.6749 21.8932
10 O -9.5378 -24.0970 21.1862
11 H -9.4261 -23.2939 20.6776
12 H -9.2864 -23.8538 22.0772
13 O -8.4050 -26.9813 21.2906
14 H -8.4842 -26.5774 22.1547
15 H -9.0934 -26.5689 20.7688
16 O -6.6599 -22.2927 21.3930
17 H -7.2556 -21.5567 21.5334
18 H -6.3750 -22.2008 20.4838
19 O -6.0809 -24.9046 21.0597
20 H -6.5518 -24.2017 21.5074
21 H -6.7410 -25.5831 20.9177
22 O -7.6682 -26.3362 23.8289
23 H -8.1920 -26.7335 24.5246
24 H -7.7971 -25.3942 23.9396
25 O -10.6082 -26.2278 18.8626
26 H -10.8983 -25.9804 19.7406
27 H -10.6689 -25.4196 18.3532
28 O -9.4577 -23.7437 17.7007
29 H -9.8620 -23.2850 16.9642
30 H -9.4818 -23.1119 18.4194
31 O -11.9252 -25.7706 21.4423
32 H -11.7858 -26.2816 22.2396
33 H -11.3070 -25.0432 21.5123

- energy above the lowest of the compared OMol25 structures with the same formula, charge and spin (kcal/mol) = 36.1
- molecular weight (g/mol) = 198.17
- Kohn-Sham gap (eV) = 8.849
- HOMO level (Eh) = -0.3621
- SMILES = O.O.O.O.O.O.O.O.O.O.O